Record 1
107
Properties=species:S:1:pos:R:3:forces:R:3 method="wB97M-V/def2-TZVPD" relative_energy_kj_mol=48.18 e_homo_ev="-10.43 / -10.43" fmax_ha_per_bohr=0.02605 energy_ha=-17119.77076 charge=+1 homo_lumo_gap_ev="6.627 / 6.629"
As 5.305 0.959 4.518 0.0 0.0 0.1
As 2.041 -0.403 0.546 0.0 0.3 0.2
As -0.544 0.014 2.968 0.3 0.4 0.7
Ge -2.100 -3.715 -0.802 0.0 -0.4 -0.4
Ge -0.454 -0.724 -2.256 0.3 0.2 -0.4
Ge -0.645 3.208 0.235 -0.1 0.0 -0.3
Ti -0.646 -0.528 0.375 -1.2 0.5 -0.4
Cl -0.231 -2.772 0.977 0.1 -0.3 0.2
Cl -0.886 -5.533 -1.038 -0.1 0.1 0.1
Cl -3.802 -4.738 0.357 0.0 0.1 0.0
S -2.950 -1.361 1.268 0.2 -0.2 0.1
N -5.302 -1.928 0.338 0.0 0.0 0.0
N -4.927 0.360 0.530 0.0 -0.2 0.0
C -1.941 1.210 3.577 -0.1 -0.1 -0.2
C 1.509 -4.671 -4.056 0.0 0.0 0.0
C 0.966 0.897 3.837 0.1 -0.2 -0.2
C 2.693 0.705 2.019 -0.1 0.0 0.1
C -4.491 -0.898 0.665 0.0 0.7 0.0
C -6.536 -1.754 -0.147 -0.2 -0.3 0.0
C -0.397 -3.218 -3.824 0.1 -0.1 0.0
C 5.279 -0.555 5.766 0.0 -0.1 0.0
C -6.154 0.545 0.060 0.2 0.2 0.2
C -1.430 1.407 0.040 0.4 -0.6 0.3
C 2.376 0.397 3.490 0.0 -0.2 0.1
C -2.226 -0.524 -3.108 -0.3 0.0 0.0
C -3.420 -0.308 -2.419 0.0 0.0 -0.4
C 2.345 1.634 -4.475 0.0 -0.1 0.0
C 5.862 -0.066 2.936 0.0 0.0 -0.1
C 0.435 3.020 -4.034 0.0 -0.1 0.1
C -7.013 -0.490 -0.302 -0.3 0.1 -0.1
C -2.270 -0.537 -4.509 -0.1 0.0 0.1
C 1.741 0.584 -3.787 -0.1 0.1 0.0
C 0.319 -2.373 -2.973 0.1 -0.2 0.0
C -1.753 4.360 -0.885 -0.1 0.2 -0.1
C 2.993 -2.071 0.762 -0.2 -0.1 -0.1
C 0.196 -4.353 -4.368 0.0 0.0 0.0
C -0.725 4.016 2.006 -0.1 0.1 0.2
C 1.700 2.859 -4.586 0.0 0.0 0.0
C 1.637 -2.718 -2.662 -0.2 -0.2 -0.2
C 3.338 1.228 4.364 0.0 0.0 -0.1
C 3.206 0.385 -0.777 -0.1 0.0 -0.1
C 2.232 -3.855 -3.196 0.0 0.1 0.0
C -4.651 -0.161 -4.488 0.0 0.0 0.1
C -3.471 -0.367 -5.192 0.1 0.0 0.1
C -0.893 -1.451 4.188 -0.1 -0.1 -0.2
C 2.483 -1.100 3.828 0.1 0.3 0.1
C -4.624 -0.122 -3.100 0.1 0.0 0.0
C 0.490 0.739 -3.189 0.0 0.2 -0.1
C -0.163 1.968 -3.348 0.1 0.0 -0.1
C 1.183 3.343 -0.423 0.2 0.1 0.1
H -6.474 1.580 -0.033 0.1 -0.1 0.0
H -0.158 -2.242 4.098 0.1 0.0 0.0
H 0.880 1.951 3.593 0.0 0.2 0.0
H 1.293 4.318 -0.910 0.0 -0.1 0.1
H -1.430 -2.998 -4.064 0.0 0.0 0.0
H 1.924 3.285 0.381 -0.1 0.0 -0.1
H -0.892 -1.048 5.195 0.0 0.0 0.1
H 4.618 -0.322 6.601 0.0 0.0 0.0
H 4.040 -1.828 0.906 0.2 0.0 0.1
H -1.516 5.410 -0.677 -0.1 -0.2 -0.1
H 2.273 -1.264 4.888 0.0 0.0 0.0
H -1.753 1.465 4.613 0.0 0.0 0.2
H 6.283 -0.705 6.160 0.0 0.0 0.0
H -1.759 1.420 -1.004 0.0 -0.1 -0.1
H -0.235 3.455 2.799 0.0 0.1 0.0
H 3.767 0.718 1.871 0.1 0.0 0.0
H 2.967 1.430 -0.939 0.0 0.0 0.0
H -0.224 4.984 1.918 0.0 -0.1 0.0
H -0.090 3.964 -4.145 0.0 -0.1 0.0
H -8.003 -0.303 -0.696 0.1 0.0 0.1
H 3.013 1.150 5.406 0.0 0.0 0.0
H 2.211 -2.086 -2.000 0.1 0.0 0.0
H -1.764 4.200 2.297 0.1 0.0 0.0
H -1.874 -1.858 3.956 0.0 0.0 0.0
H -2.892 0.697 3.487 -0.1 -0.1 0.0
H -4.905 -2.867 0.448 0.0 -0.4 -0.1
H 2.332 1.706 1.775 0.0 0.1 0.0
H -1.565 4.168 -1.946 -0.1 0.0 0.2
H 2.244 -0.377 -3.750 0.0 0.0 0.0
H -1.352 -0.668 -5.074 -0.1 0.0 0.0
H -3.407 -0.257 -1.342 0.1 0.0 0.0
H 1.968 -5.559 -4.477 0.0 0.1 0.0
H 0.787 0.795 4.903 0.0 0.0 0.3
H 2.173 3.678 -5.117 0.0 -0.1 0.0
H 5.248 -0.945 2.744 0.0 0.0 0.0
H -0.374 -4.994 -5.030 0.0 0.0 0.1
H 3.117 -0.144 -1.718 0.0 0.0 -0.1
H -2.816 4.198 -0.683 0.1 0.0 0.0
H 2.871 -2.652 -0.147 0.0 -0.1 0.0
H -7.091 -2.649 -0.397 0.0 0.0 0.0
H 2.612 -2.654 1.589 0.0 -0.1 0.1
H 6.880 -0.395 3.146 0.0 0.0 0.0
H 4.218 0.287 -0.392 0.1 0.0 0.0
H 3.314 1.487 -4.942 -0.1 0.0 0.1
H -5.541 0.067 -2.549 0.1 0.0 -0.1
H 4.946 -1.479 5.290 0.0 0.1 0.1
H 3.226 2.282 4.099 0.0 0.0 -0.1
H -3.484 -0.389 -6.276 0.0 0.0 0.1
H -5.585 -0.016 -5.021 0.1 0.0 0.0
H 1.380 2.578 -1.169 0.0 0.0 -0.1
H 5.897 0.566 2.048 0.0 0.0 0.0
H -1.168 2.102 -2.960 0.0 0.0 0.0
H 3.258 -4.105 -2.943 -0.1 0.0 0.0
H 1.767 -1.687 3.255 -0.1 0.0 0.0
H 3.475 -1.498 3.619 -0.1 0.0 0.0
H -2.348 1.395 0.634 -0.1 0.1 0.1
H -1.966 2.109 2.975 0.0 0.0 0.0

=====

Record 2
118
Properties=species:S:1:pos:R:3:forces:R:3 method="wB97M-V/def2-TZVPD" relative_energy_kj_mol=286.35 e_homo_ev=-1.64 fmax_ha_per_bohr=0.08661 energy_ha=-4117.08149 charge=-2 homo_lumo_gap_ev=4.877
Ba -1.007 -0.573 0.689 3.8 -2.0 -1.3
S -1.291 1.126 2.896 -0.4 1.8 2.7
Si 1.228 4.007 -2.715 0.1 0.0 -0.1
Si 0.001 4.990 -0.116 0.1 0.4 0.0
Si -1.777 3.486 -2.174 -0.2 0.0 -0.1
F -3.911 1.674 2.659 -0.1 0.0 0.1
F -3.352 0.587 4.465 -0.1 0.1 0.0
F -2.880 2.694 4.244 -0.2 0.0 0.1
O 0.385 -8.411 5.640 0.2 -0.4 -0.1
O -1.359 1.565 1.514 -0.5 2.2 1.4
O -0.450 1.904 3.763 0.2 0.0 -0.2
O -1.127 -0.317 3.065 -0.2 0.7 1.9
O -2.257 -3.803 -1.625 0.2 0.6 0.7
O -1.870 -2.671 0.318 -1.3 -2.7 -1.1
O -3.692 -1.161 -1.936 0.6 0.1 0.2
O -1.544 -0.553 -1.464 -1.8 -0.4 -3.2
O -3.513 -0.681 1.616 -0.7 -0.5 0.4
O -0.901 -6.831 6.403 -0.9 0.6 1.0
N 0.815 -2.478 -1.523 0.0 0.2 0.1
N 0.593 -4.082 0.808 0.4 0.6 1.7
N 3.545 -2.511 0.695 0.2 0.2 0.2
N 2.389 1.437 -2.943 -0.1 -0.1 -0.2
N 1.780 -0.985 2.601 0.1 0.0 0.2
N 1.313 0.993 0.448 0.9 0.3 0.4
C -1.631 2.384 -3.695 -0.1 -0.3 -0.2
C 1.530 2.196 -5.032 0.1 0.0 0.1
C -3.636 -2.342 3.338 0.2 0.0 -0.1
C 2.852 0.345 -3.565 0.0 0.4 0.1
C -0.156 4.021 -1.605 0.1 -0.7 0.2
C 1.065 5.242 -4.150 0.0 0.1 -0.3
C 0.855 -3.807 -1.571 0.0 -0.1 0.2
C 0.701 -4.594 -0.319 -0.2 -0.3 -1.4
C -2.546 -1.373 -1.536 -0.2 -0.4 -0.8
C 0.958 -6.832 3.284 0.2 -0.1 -0.2
C -3.978 -1.741 1.994 -0.2 0.2 -0.2
C 0.814 -2.435 -3.916 0.0 0.1 -0.1
C 1.729 2.385 -3.656 0.1 -0.4 0.0
C -4.945 -2.515 1.142 0.1 0.0 -0.1
C 0.775 -1.814 -2.674 0.0 0.2 0.4
C 0.415 6.804 -0.526 0.2 0.4 0.1
C 2.901 4.411 -1.933 0.3 0.1 0.2
C -2.967 2.572 -1.012 0.1 -0.1 0.4
C -0.587 -5.214 4.101 -0.3 0.3 0.0
C 2.010 1.062 -5.666 0.0 0.1 0.0
C 2.700 0.116 -4.924 0.0 0.0 0.1
C 3.901 -2.129 2.064 -0.1 -0.1 -0.2
C 2.557 0.938 1.244 -0.2 -0.1 -0.1
C 1.134 -6.089 2.127 0.2 -0.1 0.0
C 0.079 -6.422 4.275 0.0 -0.1 0.1
C 0.943 -4.505 -2.758 0.1 -0.3 -0.4
C 1.347 4.444 1.097 0.3 -0.1 0.2
C -2.976 1.532 3.585 0.2 0.0 -0.1
C 0.924 -3.806 -3.958 0.0 -0.2 0.1
C -2.803 4.992 -2.738 -0.3 0.1 -0.1
C 2.732 -1.996 3.038 0.0 0.1 -0.3
C -1.558 5.093 0.937 -0.3 -0.2 0.1
C 2.283 0.394 2.640 0.0 -0.3 -0.3
C 0.439 -4.898 1.940 -0.1 0.2 -0.1
C -0.401 -4.453 2.962 -0.2 0.1 0.0
C -2.196 -2.773 -0.933 -0.4 -0.4 -0.2
C -0.200 -7.200 5.523 0.6 -0.1 -0.9
H -2.433 5.406 0.349 0.2 0.0 0.2
H 1.370 6.867 -1.073 -0.3 0.1 0.1
H 3.263 0.282 0.728 0.0 0.0 -0.1
H 2.207 -2.952 3.085 0.0 -0.1 0.1
H 0.694 -0.733 -2.601 0.0 -0.2 0.0
H 0.888 -8.607 4.846 0.1 -0.1 -0.1
H -2.268 5.544 -3.527 -0.1 -0.1 0.2
H 1.552 -7.734 3.391 0.0 0.0 0.0
H 3.032 1.922 1.341 0.0 0.0 0.0
H -1.428 5.799 1.769 0.0 -0.1 -0.1
H -5.445 -1.851 0.441 0.0 0.0 0.0
H 2.238 4.069 0.574 -0.2 0.1 0.2
H -2.955 5.682 -1.892 0.0 -0.1 -0.2
H 3.673 4.511 -2.710 -0.1 0.0 0.1
H -3.797 4.703 -3.126 0.3 0.1 0.1
H 4.594 -2.873 2.461 0.1 0.0 0.0
H 0.994 2.953 -5.597 0.0 -0.1 0.0
H -1.257 -4.882 4.888 0.0 0.0 -0.1
H 2.864 5.351 -1.361 0.1 -0.3 -0.2
H 0.118 5.084 -4.693 0.2 0.1 0.1
H -1.063 2.863 -4.506 -0.2 -0.1 0.2
H 3.092 -0.789 -5.376 0.0 0.1 0.0
H 1.845 -6.412 1.375 0.0 0.0 0.0
H 1.579 1.194 -0.507 -0.1 0.1 -0.4
H 0.754 -1.843 -4.821 0.0 0.0 0.1
H 1.661 5.273 1.750 -0.1 -0.2 -0.1
H 0.965 3.639 1.742 0.1 0.2 0.0
H 3.209 3.606 -1.252 0.0 0.2 -0.2
H -3.503 -3.426 3.241 -0.1 0.1 0.0
H -2.632 2.128 -4.077 0.2 0.0 0.1
H 0.976 -4.330 -4.902 0.0 0.0 0.0
H 1.543 1.036 3.104 -0.1 0.1 0.2
H -4.346 -3.220 0.552 -0.1 0.0 0.1
H 2.812 -1.892 0.360 -0.1 0.1 0.0
H 0.927 -1.066 3.137 0.0 0.1 0.0
H -2.740 -1.881 3.747 0.0 0.0 0.0
H 3.194 0.459 3.251 0.0 0.0 0.0
H 3.141 -1.785 4.040 0.0 0.0 0.1
H 3.095 -3.414 0.716 -0.1 -0.2 0.0
H -1.137 1.439 -3.423 -0.1 0.2 -0.1
H -0.367 7.212 -1.185 0.2 -0.1 0.1
H 1.896 5.193 -4.872 -0.2 0.0 0.1
H -3.120 3.088 -0.052 -0.1 0.0 -0.3
H 1.849 0.916 -6.729 0.0 0.0 0.0
H 1.029 6.258 -3.729 0.0 -0.2 -0.1
H 0.759 1.797 0.745 0.2 0.0 -0.2
H 3.366 -0.384 -2.935 -0.1 0.1 -0.1
H 0.491 7.451 0.367 0.0 -0.2 -0.2
H -5.657 -3.079 1.750 0.0 0.0 0.0
H 0.587 -5.672 -0.460 0.0 -0.2 -0.2
H 1.001 -5.587 -2.739 -0.1 0.0 0.0
H -2.649 1.553 -0.748 0.0 0.3 -0.4
H 4.444 -1.182 2.024 0.1 0.0 0.0
H -0.912 -3.508 2.809 0.0 -0.1 0.1
H -3.934 2.476 -1.525 0.1 0.0 0.1
H -1.774 4.104 1.365 0.0 0.3 -0.1
H -4.470 -2.153 4.022 0.0 -0.1 0.0